Entry 1:
49
Properties=species:S:1:pos:R:3:forces:R:3:nbo_charge:R:1 method="wB97M-V/def2-TZVPD" total_energy_ha=-1019.7046 smiles=CC(C)(C)NC[C@@H](O)COc1cccc2c1C[C@@H](O)[C@@H](O)C2 multiplicity=1 homo_ev=-8.7 e_above_lowest_kcal_mol=17.1 homo_lumo_gap_ev=9.3
C 3.30320 0.27163 -0.68113 -0.224 0.094 -0.215 -0.621
H 4.29448 0.71653 -0.69560 0.120 0.021 0.003 0.217
H 2.88342 0.39530 0.31322 -0.045 0.019 0.183 0.215
H 3.40620 -0.79050 -0.88865 0.041 -0.141 0.008 0.207
C 2.41364 0.95780 -1.72039 0.353 0.245 -0.052 0.125
N 1.03059 0.48511 -1.57086 -0.188 0.105 -0.040 -0.659
H 0.44064 1.01347 -2.20937 0.020 -0.001 -0.016 0.374
C 0.77067 -0.92961 -1.78124 -0.276 -0.102 0.079 -0.244
H 1.21120 -1.31818 -2.71553 -0.036 -0.020 0.102 0.171
C -0.74417 -1.17444 -1.83647 0.300 -0.380 0.500 0.062
O -1.25988 -0.94444 -3.12694 -0.121 0.035 -0.441 -0.709
H -0.86185 -1.57230 -3.74182 -0.007 0.053 0.023 0.462
C -1.11166 -2.58313 -1.32400 -0.107 0.326 -0.501 -0.079
O -0.99940 -2.67157 0.07883 -0.097 0.042 0.502 -0.526
C -1.92112 -1.90046 0.77673 -0.178 0.157 0.122 0.275
C -3.28430 -2.12032 0.64241 0.222 -0.189 -0.132 -0.277
C -4.17908 -1.31563 1.32369 -0.025 0.079 -0.015 -0.197
C -3.71586 -0.27024 2.09803 0.022 -0.059 0.034 -0.210
C -2.35204 -0.04540 2.24895 -0.210 -0.118 -0.070 -0.011
C -1.44528 -0.89226 1.61995 0.074 -0.271 -0.207 0.003
C 0.03078 -0.72685 1.82944 0.053 0.333 -0.141 -0.470
H 0.33687 -1.30958 2.70296 0.112 -0.031 -0.026 0.224
C 0.39037 0.73749 2.05756 0.238 -0.282 0.618 0.083
O 0.07405 1.55426 0.95355 -0.191 0.114 0.051 -0.784
H 0.39686 1.12812 0.13216 0.029 0.029 -0.111 0.508
H 1.46904 0.82132 2.28419 -0.218 -0.034 0.047 0.166
C -0.39471 1.25386 3.27340 -0.019 -0.287 -0.484 0.091
C -1.90126 1.17724 2.99788 0.292 0.139 0.116 -0.444
H -2.16445 2.04611 2.38436 0.015 -0.016 0.072 0.226
H -2.44561 1.26998 3.93967 -0.008 0.049 -0.023 0.222
O -0.00657 2.56559 3.59980 0.053 0.382 0.050 -0.712
H -0.05047 3.07648 2.78091 0.013 0.008 0.030 0.474
H -0.13559 0.64411 4.14519 0.007 -0.032 -0.133 0.176
H 0.56903 -1.12300 0.96951 0.074 -0.008 0.098 0.223
H -4.41666 0.38709 2.59155 -0.078 0.079 0.068 0.209
H -5.23973 -1.49381 1.22949 -0.092 -0.014 -0.019 0.213
H -3.64157 -2.91946 0.01055 -0.014 -0.096 -0.059 0.217
H -2.12936 -2.81522 -1.66333 0.137 0.009 0.028 0.184
H -0.42426 -3.33533 -1.72329 -0.066 0.031 -0.038 0.185
H -1.25124 -0.44155 -1.19771 0.102 -0.102 -0.005 0.199
H 1.19876 -1.49709 -0.95122 -0.008 -0.023 -0.071 0.202
C 2.97902 0.71772 -3.12994 -0.170 -0.050 0.291 -0.630
H 3.93723 1.21925 -3.23472 0.129 0.040 -0.039 0.216
H 3.13346 -0.34203 -3.32060 0.022 -0.099 -0.069 0.205
H 2.30002 1.11321 -3.88382 -0.049 0.051 -0.098 0.208
C 2.38312 2.46549 -1.44662 0.011 -0.297 0.009 -0.614
H 1.95146 2.66367 -0.46976 -0.039 0.045 0.130 0.230
H 1.78278 2.97664 -2.19621 -0.081 0.097 -0.118 0.205
H 3.38923 2.87492 -1.47475 0.108 0.068 -0.042 0.211

=====

Entry 2:
50
Properties=species:S:1:pos:R:3:forces:R:3:nbo_charge:R:1 method="wB97M-V/def2-TZVPD" total_energy_ha=-1094.8535 smiles=C[C@@H](O)c1ccc2c(c1)OCCOCCN(C)CCOCCO2 multiplicity=1 homo_ev=-8.2 e_above_lowest_kcal_mol=103.6 homo_lumo_gap_ev=9.0
C -5.64884 -0.14413 1.91078 -0.153 -0.103 -0.414 -0.623
H -5.04262 -0.91187 2.38322 0.089 -0.054 0.115 0.215
H -6.69559 -0.31977 2.14655 -0.090 -0.017 0.045 0.216
H -5.35631 0.82534 2.31019 0.061 0.101 0.050 0.200
C -5.44505 -0.17866 0.39063 0.241 -0.202 0.462 0.085
C -3.98828 0.07258 0.06189 -0.017 -0.084 -0.144 -0.039
C -3.17172 -0.96335 -0.35783 0.134 0.189 0.018 -0.231
C -1.82337 -0.78386 -0.65064 -0.086 0.059 0.064 0.265
C -1.27017 0.50532 -0.53653 0.140 -0.138 -0.054 0.220
C -2.08884 1.53742 -0.09484 0.079 0.089 0.002 -0.226
C -3.42374 1.33054 0.20208 -0.044 -0.128 -0.009 -0.250
H -4.01270 2.17120 0.54027 -0.061 0.103 0.042 0.200
H -1.68860 2.53267 0.01163 0.094 0.064 -0.009 0.214
O 0.05189 0.68597 -0.86758 -0.270 -0.275 -0.106 -0.520
C 0.64611 1.94210 -0.62040 0.304 0.362 0.141 -0.091
C 2.13662 1.85154 -0.99711 -0.403 -0.235 -0.091 -0.092
O 2.93107 2.68379 -0.18027 0.073 0.162 -0.065 -0.534
C 3.32737 2.10867 1.04621 0.329 -0.131 0.071 -0.070
H 3.58037 2.95311 1.69380 -0.059 -0.139 0.044 0.196
H 2.49669 1.56036 1.50664 -0.016 0.032 0.035 0.160
C 4.56956 1.21555 0.91913 -0.369 0.200 -0.033 -0.244
N 4.33119 -0.01926 0.18336 0.121 0.074 0.127 -0.450
C 5.56520 -0.54171 -0.37208 -0.102 0.036 -0.006 -0.409
H 6.01052 0.21092 -1.02054 0.069 -0.034 -0.040 0.204
H 5.34667 -1.42354 -0.96936 0.088 -0.079 -0.070 0.200
H 6.29368 -0.81595 0.40600 0.051 -0.034 0.026 0.165
C 3.64410 -1.02172 0.98139 -0.224 -0.095 -0.204 -0.256
C 3.06918 -2.13840 0.09175 0.100 0.040 0.077 -0.073
O 1.91494 -2.74475 0.63597 0.104 -0.208 0.076 -0.528
C 0.70735 -2.04398 0.45409 -0.315 0.037 -0.118 -0.092
C 0.20164 -2.07565 -1.00125 0.747 -0.169 0.153 -0.093
H 0.71236 -1.32932 -1.61628 -0.082 -0.204 0.049 0.190
O -1.19796 -1.92028 -1.07881 -0.306 0.270 -0.054 -0.492
H 0.38476 -3.07342 -1.41159 0.039 0.131 0.086 0.196
H 0.79053 -1.00506 0.79633 -0.027 -0.051 0.018 0.166
H -0.02024 -2.56415 1.08399 -0.007 0.129 -0.082 0.198
H 2.86196 -1.72462 -0.90168 0.071 0.016 0.000 0.170
H 3.78620 -2.95610 -0.01169 -0.014 0.113 -0.098 0.190
H 4.30402 -1.45546 1.75182 -0.037 0.054 0.010 0.173
H 2.81234 -0.54041 1.49891 0.003 -0.044 0.014 0.202
H 5.31766 1.79000 0.36924 0.023 0.010 0.077 0.208
H 4.96366 1.01745 1.93141 0.051 0.021 -0.016 0.169
H 2.28947 2.19841 -2.02093 -0.011 -0.098 0.041 0.190
H 2.46816 0.81158 -0.92341 -0.082 0.107 -0.078 0.204
H 0.56004 2.20050 0.44483 -0.009 -0.011 -0.108 0.176
H 0.15316 2.72682 -1.20667 -0.018 -0.063 0.099 0.178
H -3.56752 -1.96018 -0.47432 -0.051 -0.160 -0.030 0.223
O -6.31117 0.72095 -0.26634 -0.221 0.312 -0.131 -0.702
H -6.08697 1.61793 0.00569 -0.047 -0.038 -0.037 0.459
H -5.73540 -1.16318 0.01034 0.110 0.082 0.054 0.183

=====

Entry 3:
52
Properties=species:S:1:pos:R:3:forces:R:3:nbo_charge:R:1 method="wB97M-V/def2-TZVPD" total_energy_ha=-4001.0228 total_charge=+3 multiplicity=1 homo_ev=-16.7 e_above_lowest_kcal_mol=26.8 homo_lumo_gap_ev=5.8
Hf 0.39645 0.46337 -0.13602 1.734 -2.013 2.821 2.028
P 2.36697 -1.10582 0.32959 1.231 -0.322 -0.869 0.876
C 2.42300 -1.16038 -1.54095 0.584 0.863 -0.271 -0.776
C 1.13844 -1.53409 -2.25330 -0.092 -0.113 0.273 0.261
N -0.00646 -0.93978 -1.79063 -0.299 0.233 -0.257 -0.668
C -1.20786 -1.26239 -2.35292 0.104 -0.269 0.268 0.263
C -1.30334 -2.24450 -3.31530 -0.653 0.268 -0.228 -0.216
C -0.15697 -2.84110 -3.80363 0.468 0.179 -0.195 -0.041
C 1.07984 -2.44280 -3.29392 0.181 -0.508 0.186 -0.207
C -2.52496 -0.67452 -1.87466 -0.267 -0.052 0.062 -0.810
P -2.54810 0.97940 -1.14944 -0.455 0.238 -0.428 1.520
H 2.00130 -2.91100 -3.63760 -0.222 0.166 -0.009 0.275
H -2.29843 -2.49485 -3.70533 0.553 -0.012 0.113 0.268
H -0.22839 -3.57496 -4.60215 0.111 0.018 0.173 0.280
H -3.20154 -0.59703 -2.73399 0.074 -0.019 -0.027 0.310
H -3.03930 -1.36672 -1.19158 0.274 0.130 0.104 0.322
H 2.72167 -0.10275 -1.82174 -0.100 -1.265 -0.018 0.292
H 3.25267 -1.84691 -1.75995 -0.278 0.234 -0.405 0.298
H -0.49103 6.32396 -0.83684 0.288 1.556 0.323 0.496
O 1.57628 1.76593 -0.89885 -0.865 0.364 -0.093 -1.110
H 1.89583 2.53816 -1.38361 0.239 -0.075 0.320 0.549
H -1.10853 1.13281 -0.89338 -2.941 1.225 -0.858 -0.226
O -0.72533 5.43472 -1.01328 0.119 -2.194 -0.624 -0.952
H 0.01713 5.08148 -1.53474 -0.431 0.515 0.250 0.459
C -2.83498 2.27171 -2.36495 0.520 0.217 -0.073 -0.988
H -3.78932 2.13702 -2.89678 0.205 -0.092 0.274 0.318
H -2.82118 3.25385 -1.86454 -0.089 -0.258 -0.043 0.319
H -2.00605 2.26727 -3.08579 -0.265 -0.055 -0.002 0.285
C -3.65504 1.18170 0.24588 0.308 -0.020 0.901 -0.992
H -3.45752 2.16358 0.70754 -0.114 -0.179 -0.253 0.307
H -4.71630 1.13952 -0.05133 0.383 0.075 -0.393 0.330
H -3.48694 0.41289 1.01587 0.046 0.154 -0.411 0.314
C 2.43995 -2.83983 0.82057 -0.555 -0.131 0.553 -0.937
H 3.35848 -3.33906 0.47662 -0.213 0.368 0.026 0.289
H 2.39961 -2.86936 1.92260 -0.001 -0.194 -0.387 0.286
H 1.55573 -3.36057 0.41810 0.306 0.118 0.235 0.273
C 3.93364 -0.28126 0.76925 -0.012 0.291 0.301 -0.936
H 3.85327 -0.00226 1.83224 0.133 -0.062 -0.292 0.280
H 4.82164 -0.91949 0.64822 -0.402 0.041 -0.082 0.291
H 4.06079 0.64601 0.18462 -0.110 -0.396 0.217 0.274
Se -1.06669 -0.97926 1.61379 0.117 0.291 -1.309 -0.158
C -0.54675 0.04268 3.13665 0.421 0.843 1.049 -0.231
C -1.37070 1.09793 3.57626 0.493 -0.094 -0.322 -0.241
C -0.97188 1.88116 4.65892 0.243 -0.188 0.148 -0.175
C 0.22449 1.58562 5.33400 -0.072 -0.114 -0.216 -0.162
C 1.02205 0.50321 4.92991 -0.275 0.177 0.121 -0.170
C 0.62700 -0.28590 3.84971 -0.217 0.356 -0.642 -0.248
H -2.29862 1.30190 3.04089 0.196 0.036 0.267 0.209
H -1.59194 2.72399 4.97552 0.222 -0.350 -0.047 0.252
H 0.53400 2.20099 6.18189 -0.106 -0.218 -0.303 0.256
H 1.95180 0.27483 5.45965 -0.413 0.063 -0.151 0.250
H 1.22651 -1.13452 3.51652 -0.106 0.173 0.220 0.214

=====

Entry 4:
49
Properties=species:S:1:pos:R:3:forces:R:3:nbo_charge:R:1 method="wB97M-V/def2-TZVPD" total_energy_ha=-1182.7234 multiplicity=3 homo_ev="-7.4 / -7.3" e_above_lowest_kcal_mol=44.9 homo_lumo_gap_ev="7.3 / 6.0"
C 0.60567 -0.97034 -1.88032 -0.178 0.319 1.404 -0.476
C 0.36446 2.24101 -2.50908 -0.664 -0.780 0.718 -0.183
C -0.75715 -1.36475 -2.37428 -0.371 -0.237 0.713 -0.312
H 1.17630 -1.88360 -1.66187 -0.098 0.137 0.041 0.208
C -0.94852 2.00420 -2.37225 0.898 -0.612 0.667 -0.174
H 0.84717 3.05714 -1.96991 -0.352 -0.233 0.146 0.206
H -0.83142 -2.44141 -2.57806 -0.063 0.339 -0.537 0.199
H -1.46888 2.46963 -1.53486 -0.062 0.513 -0.595 0.204
C -1.38963 -0.47990 -3.42882 -0.372 -0.257 0.081 -0.444
H -2.30951 -1.01576 -3.70248 0.063 0.417 -0.253 0.218
H -0.76218 -0.48104 -4.33339 0.110 -0.156 0.226 0.207
C 1.51734 -0.16497 -2.85646 0.063 -0.119 0.247 -0.395
H 1.52080 -0.72134 -3.81400 -0.102 0.028 0.464 0.203
H 2.56219 -0.26457 -2.50121 -0.596 0.100 0.075 0.214
C 1.29205 1.33284 -3.25109 0.666 0.331 -0.817 -0.459
H 1.01809 1.36900 -4.31759 0.080 -0.105 0.164 0.209
H 2.29282 1.78818 -3.19093 -0.303 -0.067 -0.229 0.215
C -1.79066 0.98977 -3.11535 -0.437 -0.170 0.002 -0.454
H -2.02556 1.45928 -4.08574 -0.091 -0.222 0.176 0.221
H -2.74164 0.92125 -2.57794 0.035 0.113 -0.049 0.211
Pt -1.49509 -1.65659 -0.25948 -0.887 1.817 -2.560 0.700
H 0.28988 -0.59844 -0.78681 1.894 0.624 -1.967 0.247
C -0.23156 -4.02618 0.10761 -0.353 -0.808 -0.442 -0.625
C 0.02023 -3.27490 1.35902 -0.427 1.097 2.077 0.238
C 0.35414 -3.69639 2.63989 -0.124 -0.821 -1.685 -0.345
C 0.57675 -2.71168 3.61557 0.166 0.981 0.320 -0.137
C 0.54937 -1.35467 3.33330 -0.090 -0.454 0.426 -0.316
C 0.06173 -0.91122 2.05414 -0.249 0.049 -0.627 0.423
N -0.28077 -1.95817 1.21116 0.998 -0.834 0.830 -0.595
N -0.18004 0.25995 1.54192 0.187 0.847 0.244 -1.035
Si 0.00689 1.87403 2.20061 -0.024 -0.763 0.178 1.790
C -1.49785 2.18826 3.28535 -0.020 0.023 0.118 -1.126
C 1.61928 2.00574 3.17351 0.095 -0.018 0.143 -1.128
C 0.12277 3.29949 0.97520 -0.014 -0.101 -0.299 -1.114
H -1.18507 -3.63329 -0.38214 0.543 -0.747 0.301 0.183
H 0.56790 -3.85284 -0.62843 -0.154 -0.167 0.294 0.237
H -0.37398 -5.09578 0.27898 0.090 0.085 -0.102 0.239
H 0.39689 -4.77177 2.81907 0.272 0.399 0.227 0.221
H 0.78565 -3.04803 4.62990 0.143 0.184 -0.164 0.217
H 0.80622 -0.58748 4.06929 -0.213 -0.543 -0.122 0.222
H -1.69527 1.31476 3.92306 0.034 0.212 -0.094 0.233
H -1.35133 3.06619 3.93120 -0.116 -0.169 -0.146 0.229
H -2.39006 2.35303 2.66292 0.209 -0.018 0.169 0.235
H 2.42163 2.36206 2.50987 -0.180 -0.089 0.212 0.234
H 1.51578 2.71918 4.00325 0.112 -0.119 -0.160 0.233
H 1.93597 1.03931 3.58620 -0.008 0.314 -0.050 0.226
H 1.12209 3.35378 0.52115 -0.224 -0.076 0.068 0.231
H -0.61090 3.25125 0.16228 0.112 0.048 0.228 0.231
H -0.03300 4.24579 1.51803 0.002 -0.291 -0.062 0.236